Entry 1:
One molecule with the formula C16H22N2O, computed with wB97M-V/def2-TZVPD.

Cartesian coordinates (Å):
C 3.137603 1.905382 3.791983
C 2.881903 0.838831 2.769223
C 3.918684 0.130104 2.188747
C 3.649387 -0.852112 1.248768
C 2.355443 -1.147004 0.864655
C 1.300130 -0.427732 1.449546
C 1.573590 0.552525 2.391109
H 0.776102 1.112531 2.855546
O 0.049446 -0.789142 1.031263
C -1.077924 -0.069305 1.476872
C -1.239833 1.301278 0.807891
C -1.758928 1.209867 -0.626695
C -0.761889 0.538062 -1.568080
H -0.525426 -0.456895 -1.190821
H 0.163060 1.118053 -1.597765
C -1.309966 0.412935 -2.993091
N -2.461927 -0.446632 -3.041745
C -2.472364 -1.796063 -2.934118
N -3.681229 -2.284811 -2.950663
C -4.506150 -1.212553 -3.068451
C -3.770801 -0.063841 -3.122630
H -4.057681 0.963618 -3.217417
H -5.569790 -1.335471 -3.107816
H -1.577544 -2.380819 -2.853706
H -0.535319 0.000778 -3.648212
H -1.599330 1.396481 -3.373883
H -2.696812 0.649204 -0.629643
H -1.972437 2.219772 -0.987928
H -1.943884 1.886653 1.402653
H -0.278080 1.818377 0.812030
H -1.053618 0.041307 2.568289
H -1.929084 -0.707460 1.220314
C 2.056697 -2.203276 -0.154671
H 2.941438 -2.799482 -0.361950
H 1.719931 -1.744993 -1.084648
H 1.258934 -2.852764 0.199901
H 4.466459 -1.402274 0.804434
H 4.940246 0.340006 2.469149
H 4.201585 2.005539 3.989462
H 2.632167 1.665474 4.726781
H 2.757210 2.865853 3.445317

Atoms 1-2, force components in eV/Å:
C -0.04 -0.01 -0.01
C 0.15 -0.08 -0.07

The total charge is 0. Its SMILES is Cc1ccc(C)c(OCCCCCn2ccnc2)c1. The value obtained for the largest force on an atom is 0.014 Eh/bohr. The calculation puts the energy relative to the best compared isomer or geometry (same formula, charge and spin) at 146.9 kJ/mol. As for the HOMO energy: -8.326 eV.



Entry 2:
One molecule with the formula C16H22N2O3, computed with wB97M-V/def2-TZVPD.

Cartesian coordinates (Å):
C -4.142093 2.752295 5.101130
H -4.803201 3.528018 4.473086
O -4.132248 1.493836 4.441756
C -3.293443 1.562722 3.186553
C -2.718113 2.795820 2.459482
C -1.836647 2.563370 1.411501
C -1.556912 1.358025 0.821566
C -2.454487 0.136105 1.279012
C -3.142242 0.235453 2.447155
H -3.590478 -0.526147 2.988410
H -2.303296 -1.017845 0.966262
N -1.111329 1.092579 -0.534718
C -1.137555 0.193106 -1.344014
H -0.973371 0.251373 -2.199739
C -0.046271 -0.941971 -0.938976
N 1.433471 -0.258577 -0.915145
C 2.336424 -0.341043 -1.827761
O 3.345074 0.257905 -1.920885
C 1.970878 -1.807815 -2.683124
C 3.507483 -2.106999 -3.384713
H 3.938737 -1.154605 -3.779335
C 4.293946 -3.076762 -2.383827
H 4.895064 -3.694097 -2.832956
C 3.121730 -3.802577 -1.749167
H 2.914821 -4.140768 -0.928981
H 2.725878 -4.645063 -2.362668
O 1.866384 -2.742571 -2.011918
H 4.513942 -2.451646 -1.646464
H 3.361078 -2.594844 -4.368270
H 1.318517 -1.526642 -3.360185
C 1.268033 0.844661 -0.141378
C 0.143365 1.895156 -0.661981
H 0.316615 2.169973 -1.539732
H 0.270754 2.879170 0.020522
H 1.281954 0.709574 0.874389
H 2.247746 1.249863 -0.192047
H -0.227663 -1.254843 0.103102
H 0.188019 -1.854843 -1.257233
H -2.064558 -0.510978 -1.125802
H -1.410907 3.237255 1.037005
H -2.667477 3.707783 3.203035
H -2.979248 3.041664 5.442186
H -4.668374 2.494929 5.834866

Atoms 1-2, force components in eV/Å:
C 4.68 2.59 -6.04
H 2.07 -1.19 1.24

The total charge is 0. Its SMILES is COc1ccc(N2CCN(C(=O)[C@H]3CCCO3)CC2)cc1. The value obtained for the largest force on an atom is 0.359 Eh/bohr. The calculation puts the energy relative to the best compared isomer or geometry (same formula, charge and spin) at 1897.1 kJ/mol. As for the HOMO energy: -7.177 eV.



Entry 3:
C16H22N2O3S as an isolated structure, computed with wB97M-V/def2-TZVPD.

Cartesian coordinates (Å):
C -0.475310 0.478039 5.673401
H -0.268358 0.484310 6.614611
O 0.761037 0.885388 4.849691
C 0.642155 1.008609 3.626368
C 1.700606 1.415870 3.050758
C 1.939917 1.399757 1.775387
C 0.798498 1.135415 1.062759
C -0.341170 1.087798 1.490616
C -0.427900 0.952360 2.905230
H -1.464571 0.603643 3.284227
C -1.373166 0.851700 0.716117
O -2.553038 1.434438 1.081510
N -1.672292 0.280128 -0.519622
C -0.446113 -0.762475 -0.972961
N -0.320868 -0.631209 -2.285244
C 0.497770 -1.921178 -2.749312
H 0.772788 -2.476355 -2.013627
C -0.379242 -2.816363 -3.672654
C -0.709734 -2.063481 -5.209961
C -1.983503 -1.360021 -4.958574
H -2.081036 -0.505878 -5.856604
H -2.774546 -2.022879 -4.965749
C -2.114035 -0.460984 -3.746215
H -2.591537 -1.177168 -2.862849
C -0.808229 0.407047 -3.300081
H -0.227115 0.335519 -4.094046
H -1.283951 1.085724 -2.640163
H -2.792063 0.425671 -4.040904
H 0.056455 -1.574809 -5.320555
H -0.965205 -2.971865 -5.808452
H -1.131952 -3.033079 -3.243416
H 0.221726 -3.493642 -3.960197
H 1.333003 -1.405704 -3.483436
S 0.063101 -1.742165 0.188117
H -2.375243 0.279664 -1.019434
H 1.097939 1.371561 -0.256106
O 3.204505 1.891075 1.131777
C 3.495558 1.520384 -0.119220
H 4.538051 1.934313 -0.330890
H 3.026803 2.545982 -0.556144
H 3.079326 0.631791 -0.658949
H 2.935770 1.250747 3.846158
H -0.877762 -0.401654 5.487489
H -1.366430 1.311646 5.633060

Atoms 1-2, force components in eV/Å:
C -0.62 6.85 -5.08
H 2.39 0.23 5.66

The total charge is 0. The value obtained for the largest force on an atom is 0.348 Eh/bohr. The calculation puts the energy relative to the best compared isomer or geometry (same formula, charge and spin) at 1948.8 kJ/mol. As for the HOMO energy: -8.306 eV.



Entry 4:
C16H22N4O2S as an isolated structure, computed with wB97M-V/def2-TZVPD.

Cartesian coordinates (Å):
C 2.815921 -1.082460 0.942410
C 1.448339 -1.069651 1.578561
C 1.064505 0.270842 2.179733
C 1.831607 0.545675 3.465996
C 1.348860 1.345476 1.228126
N 1.538430 2.192748 0.491739
C -0.408816 0.211998 2.526264
O -0.805393 -0.727054 3.168402
N -1.187347 1.226439 2.085878
C -2.586403 1.284485 2.408578
C -3.481336 1.579101 1.228399
C -3.717183 0.751593 0.245563
C -3.086413 -0.585286 0.089850
N -2.535750 -0.766777 -1.262331
C -2.078503 0.446321 -1.921314
O -2.782746 1.248637 -2.477999
C -0.616176 0.738005 -1.748080
C 0.267036 -0.248172 -2.384813
C 1.363090 -0.005647 -3.121798
C 1.982086 -1.222641 -3.528629
C 3.222517 -1.319824 -4.358277
N 1.390282 -2.328634 -3.127394
S 0.065298 -1.937317 -2.234918
H 3.015227 -2.077185 0.548774
H 2.878328 -0.377761 0.112698
H 3.605687 -0.838732 1.658327
H 0.699675 -1.363474 0.835850
H 1.385097 -1.808451 2.371365
H 1.514889 1.482879 3.925583
H 1.649235 -0.264082 4.164201
H 2.898360 0.612240 3.262608
H -0.786196 1.988816 1.563279
H -2.835508 0.324861 2.842591
H -2.752902 2.027419 3.188013
H -3.985448 2.543424 1.220180
H -4.400402 1.052388 -0.544963
H -2.320706 -0.752826 0.850393
H -3.835965 -1.365416 0.223775
H -3.293045 -1.141567 -1.841604
H -0.405949 1.738260 -2.114922
H -0.433137 0.744398 -0.657779
H 1.724552 0.986164 -3.365134
H 3.623321 -0.334865 -4.606035
H 3.989693 -1.877329 -3.823901
H 3.013288 -1.847019 -5.287249

Atoms 1-2, force components in eV/Å:
C 0.35 -0.11 -0.10
C -0.04 -0.52 -0.39

The total charge is 0. The value obtained for the largest force on an atom is 0.029 Eh/bohr. The calculation puts the energy relative to the best compared isomer or geometry (same formula, charge and spin) at 183.5 kJ/mol. As for the HOMO energy: -9.111 eV.



Entry 5:
C16H22N4PdSi2 as an isolated structure, computed with wB97M-V/def2-TZVPD.

Cartesian coordinates (Å):
Pd 0.230828 -0.398348 -0.326075
N 0.448337 -4.009118 -2.611977
C -0.832982 -4.225111 -2.292161
C -1.238282 -3.139276 -1.485249
N -0.221560 -2.300862 -1.330997
C 0.834960 -2.822317 -2.022750
C 2.028774 -2.133289 -2.022580
N 2.105662 -0.957634 -1.330732
C 3.340124 -0.496496 -1.485283
C 4.077500 -1.390514 -2.292487
N 3.249647 -2.392076 -2.612106
H 1.007119 -4.624937 -3.185640
H -1.381148 -5.091775 -2.628732
H -2.205828 -2.969490 -1.040130
H 3.677150 0.426353 -1.040511
H 5.102026 -1.349231 -2.629417
H 3.503256 -3.183845 -3.186011
C -0.872625 -1.565567 2.962787
Si 0.169183 -0.294841 2.099148
C 1.789009 -0.028541 2.965600
C -0.772837 1.337705 1.960558
C -1.080019 1.871388 3.221772
C -1.768261 3.066442 3.352615
C -2.168052 3.760095 2.221033
C -1.877773 3.255303 0.964087
C -1.181608 2.047253 0.803165
Si -0.934192 1.616336 -1.020233
C -2.576692 1.386562 -1.853990
C 0.083683 2.924362 -1.856126
H -1.059044 -1.212914 3.980826
H -0.370040 -2.532760 3.035763
H -1.834165 -1.707645 2.469463
H 1.575022 0.307763 3.983742
H 2.393292 0.734090 2.474325
H 2.375550 -0.947277 3.038301
H -0.779876 1.351109 4.125794
H -1.992072 3.455704 4.337190
H -2.706047 4.694125 2.316791
H -2.203752 3.820696 0.096864
H -3.109110 2.340891 -1.817818
H -3.187113 0.636091 -1.351686
H -2.472080 1.107033 -2.904844
H -0.477130 3.862243 -1.819232
H 0.271474 2.693788 -2.907283
H 1.039706 3.078532 -1.355779

Atoms 1-2, force components in eV/Å:
Pd 0.57 -0.98 -0.80
N 0.05 -0.03 -0.04

The total charge is +2. The value obtained for the largest force on an atom is 0.027 Eh/bohr. The calculation puts the energy relative to the best compared isomer or geometry (same formula, charge and spin) at 0.0 kJ/mol. As for the HOMO energy (spin up / spin down): -12.301 / -14.193 eV. As for the spin multiplicity: 5.



Entry 6:
C16H22N6O5SZr as an isolated structure, computed with wB97M-V/def2-TZVPD.

Cartesian coordinates (Å):
Zr -0.057732 -0.137478 -0.015841
N -0.045337 -4.685732 -0.583383
C -0.506397 -3.395325 -0.647074
S 0.142273 -2.344586 -1.872299
N -1.384862 -3.030720 0.232998
N -1.704247 -1.691254 0.067356
C -2.930653 -1.346674 0.120811
C -3.384239 -0.007001 -0.221963
C -4.672062 0.377665 0.170509
C -5.207074 1.585116 -0.217591
C -4.455465 2.418947 -1.045758
C -3.192937 2.053368 -1.461009
C -2.615588 0.849448 -1.046812
O -1.377720 0.539617 -1.437545
H 0.355128 -5.044905 -1.432922
H -0.620351 -5.326229 -0.057248
H -3.673425 -2.096319 0.389602
H -5.245305 -0.297719 0.795000
H -6.194563 1.880097 0.108584
H -4.865893 3.368811 -1.364246
H -2.606666 2.702072 -2.098832
C 2.299331 2.262115 -0.054652
C 1.695260 1.953229 -1.432160
N 1.575048 0.491621 -1.621722
C 2.878358 -0.211659 -1.613484
C 2.922168 -1.472207 -0.727697
N 1.988135 -1.441607 0.417240
C 2.626848 -0.997444 1.668711
C 3.036205 0.457560 1.510155
N 1.923944 1.221642 0.919004
H 1.931996 3.235069 0.268927
H 3.386127 2.335255 -0.113689
H 2.293456 2.419712 -2.220528
H 0.684560 2.361873 -1.488585
H 1.085007 0.320825 -2.494724
H 3.634987 0.501436 -1.291769
H 3.146663 -0.507782 -2.628650
H 3.949249 -1.613083 -0.374827
H 2.654566 -2.328349 -1.335985
H 1.632762 -2.385771 0.548959
H 3.506761 -1.604015 1.907783
H 1.899574 -1.102629 2.470570
H 3.900645 0.528362 0.849284
H 3.338443 0.863839 2.477471
H 1.385674 1.650587 1.658420
O -1.759105 2.657363 2.542624
C -1.121480 1.773083 2.043229
O -0.701979 1.715797 0.794115
C -0.659595 0.516346 2.847949
O -0.653182 0.472381 4.047060
O -0.237308 -0.444750 2.044631

Atoms 1-2, force components in eV/Å:
Zr 0.17 -0.14 -0.08
N 0.04 -0.02 -0.02

The total charge is 0. The value obtained for the largest force on an atom is 0.005 Eh/bohr. The calculation puts the energy relative to the best compared isomer or geometry (same formula, charge and spin) at 93.4 kJ/mol. As for the HOMO energy: -7.965 eV.